Record 1
The following is a quantum chemistry calculation of a molecular structure, C5H8O2 in a non-equilibrium geometry, from the OMol25 dataset.

- gap between HOMO and LUMO (eV) = 8.70
- highest occupied orbital energy (eV) = -7.85
- E (a.u.) = -345.61999
- charge = 0
- 2S+1 = 1

XYZ file:
```
15
Properties=species:S:1:pos:R:3:forces:R:3
C -1.171783 1.738840 -0.152177 -1.45 -0.67 -0.15
C -0.307827 0.516657 -0.275819 0.54 0.31 -0.07
C 0.563143 -0.166330 0.510789 -0.70 -1.30 -2.90
C 0.634974 -0.626851 1.891432 1.37 -6.06 -2.68
C 0.614886 -1.027523 -1.624539 -1.68 0.05 -0.51
H -1.732949 1.591379 0.958413 1.28 1.12 -3.21
H -0.457280 2.702321 -0.252791 -2.30 -2.00 0.24
H -2.009668 1.512085 -1.206008 2.49 1.38 3.69
H -0.132066 -1.702600 1.673172 2.54 3.06 1.78
H 1.653907 -0.804025 2.413067 -1.44 -0.38 -1.60
H 0.275248 0.073585 2.436786 -3.36 4.20 4.10
H 1.427929 -0.689752 -2.234741 1.10 0.87 0.16
H 0.118805 -1.746476 -2.306957 0.52 -1.05 1.26
O 0.948676 -1.303196 -0.284125 0.46 -0.56 -1.17
O -0.425994 -0.068113 -1.546502 0.64 1.04 1.06
```
Positions in Å, forces in eV/Å.

---

Record 2
The following is a quantum chemistry calculation of 8 unconnected molecules or ions with the total composition C58H72I2N11O6P in a non-equilibrium geometry, from the OMol25 dataset.

- gap between HOMO and LUMO (eV) = 7.42
- highest occupied orbital energy (eV) = -8.38
- E (a.u.) = -4243.53960
- charge = 0
- 2S+1 = 1

XYZ file:
```
150
Properties=species:S:1:pos:R:3:forces:R:3
C 4.394226 -0.270970 3.970333 -0.64 -0.59 -0.36
C 2.888864 0.244210 3.792997 0.18 0.00 -0.28
C 2.449408 0.239137 2.276017 -0.50 -0.58 -0.67
C 2.034001 -1.000628 1.649298 0.02 2.88 -0.71
C 2.007821 -2.312298 2.486797 1.73 0.11 -0.30
O 0.814101 -2.464742 3.276962 -0.49 0.83 -1.92
O 1.172030 -2.933109 4.533873 0.21 -0.86 1.50
C 1.661105 -0.936527 0.171494 0.86 2.21 0.87
O 1.290773 -2.158761 -0.391981 -0.28 1.59 0.44
C -0.140163 -2.271525 -0.589793 -0.80 -0.99 0.00
C -1.031201 -1.576884 0.508812 -1.19 -0.71 -1.00
N -2.279568 -2.407627 0.615103 0.48 0.24 0.57
C -2.962802 -2.050273 1.883289 -0.06 -0.44 -0.01
C -4.450124 -2.548970 1.965918 -0.27 1.02 0.30
C -5.388159 -2.050808 0.793957 -0.37 -0.11 0.61
O -4.572864 -3.984523 2.088062 0.82 0.34 -0.25
C 1.725798 0.326090 -0.584687 0.03 -1.06 0.97
C 1.383752 0.366683 -2.130654 -0.03 -0.29 -0.05
C -0.200396 0.454450 -2.393551 0.56 0.98 -0.18
C 2.057320 -0.839979 -2.934604 -0.74 0.13 0.18
C 3.558348 -1.110591 -2.529800 -0.51 -0.08 -0.59
C 2.123477 1.625117 0.098811 -0.96 -3.08 -0.47
N 2.111007 2.757455 -0.694545 1.57 0.99 4.12
C 2.532902 3.830854 0.051645 1.30 -0.07 -0.17
P 2.592649 5.384745 -1.030540 -2.45 0.13 -0.92
N 1.175863 6.063724 -0.905970 0.86 -0.85 0.20
O 2.755077 4.930704 -2.642376 0.73 0.09 2.11
O 3.884180 6.356162 -0.707668 -1.24 -1.31 -1.35
C 2.929351 3.817506 1.503686 -0.24 -1.01 -0.07
C 3.460877 5.048658 2.343822 0.62 -0.89 0.43
I 2.218577 6.826480 2.251668 -0.23 -0.68 0.29
C 5.051361 5.291724 2.168429 0.14 -0.58 -0.06
C 5.726415 4.443503 1.027866 0.38 -0.57 0.57
I 5.600110 7.427625 2.079268 0.38 -0.78 -0.28
N 2.898970 2.657794 2.233246 -0.68 1.33 -2.91
C 2.481669 1.550821 1.522061 0.10 -1.00 0.17
H 5.046197 0.428824 4.551444 -0.65 -0.53 -0.62
H 4.812366 -0.459394 2.941450 -0.10 0.25 1.14
H 4.360175 -1.260601 4.507419 0.27 0.99 -0.50
H 2.197193 -0.428691 4.361823 0.57 0.64 -0.53
H 2.819905 1.262372 4.251962 -0.16 -0.87 -0.72
H 2.871443 -2.256280 3.213940 -0.96 -0.17 -0.89
H 2.213513 -3.187821 1.812816 -0.49 0.69 0.69
H 0.567740 -3.691006 4.688240 0.43 0.39 -0.37
H -0.416297 -1.979845 -1.649729 0.28 0.04 1.29
H -0.377541 -3.377225 -0.530024 0.44 1.22 0.09
H -1.384090 -0.555368 0.175970 1.06 -0.72 0.65
H -0.590311 -1.569644 1.538257 -0.07 0.13 -1.14
H -2.872851 -2.265378 -0.205200 0.08 0.10 0.42
H -2.847630 -0.939351 2.043760 -0.67 -0.98 0.19
H -2.392397 -2.561858 2.717763 -0.50 0.57 -0.75
H -4.873186 -2.121905 2.926704 0.53 -0.33 -0.97
H -4.850070 -1.646676 -0.103861 -0.45 -0.58 0.72
H -6.059137 -2.917409 0.521351 0.78 0.98 0.09
H -6.017611 -1.203002 1.188548 0.66 -1.01 -0.57
H -3.691661 -4.372815 2.232744 -0.47 0.33 -0.14
H 1.799182 1.295513 -2.622448 -0.17 -0.94 1.11
H -0.534659 -0.359158 -3.087853 0.13 0.63 0.82
H -0.419652 1.442032 -2.905618 0.20 -1.12 0.48
H -0.771994 0.494891 -1.426696 0.47 -0.38 -1.07
H 1.979578 -0.554919 -4.025072 0.21 -0.27 1.06
H 1.399232 -1.751921 -2.812510 0.96 0.83 -0.11
H 3.644325 -1.876385 -1.703762 -0.10 0.96 -0.88
H 4.007683 -0.133316 -2.211893 -0.16 -0.95 -0.22
H 4.100671 -1.490049 -3.447751 -0.41 0.38 1.16
H 0.628185 5.515546 -0.230685 0.11 0.65 -0.24
H 1.963533 4.395472 -2.858628 0.42 0.49 0.25
H 3.769519 7.144573 -1.282723 0.18 -0.29 0.50
H 3.352634 4.751589 3.429198 -0.10 0.14 -1.43
H 5.563064 4.960421 3.121205 -0.78 0.56 -0.97
H 6.782428 4.787482 0.837635 -1.23 -0.17 0.08
H 5.148840 4.355706 0.077867 0.60 0.43 0.78
H 5.831223 3.388135 1.433514 -0.23 1.08 -0.44
N -4.167532 -2.339267 -3.219563 0.31 -0.30 -0.08
C -3.017549 -2.080859 -3.852993 -0.25 0.05 0.20
C -2.155702 -3.061560 -4.317836 -0.01 -0.03 0.03
C -2.501095 -4.388706 -4.112280 0.05 -0.10 -0.02
C -3.686314 -4.682265 -3.456794 0.11 0.05 -0.06
C -4.479941 -3.627104 -3.034699 -0.11 0.37 0.07
H -2.789964 -1.027608 -3.986919 0.04 -0.02 -0.04
H -1.238237 -2.793931 -4.826909 -0.02 0.02 0.01
H -1.853267 -5.185269 -4.459414 -0.02 0.03 0.01
H -3.988317 -5.705774 -3.277503 -0.02 0.05 0.01
H -5.418237 -3.805423 -2.520178 0.04 -0.06 0.00
N -6.285927 -0.805419 -7.050559 0.31 0.16 -0.33
C -6.477578 -0.284800 -8.267206 -0.06 -0.22 0.38
C -5.460669 0.237671 -9.051821 0.14 -0.07 0.01
C -4.171307 0.224289 -8.546961 0.06 0.03 -0.10
C -3.946716 -0.308474 -7.286391 -0.06 0.02 -0.04
C -5.030948 -0.808806 -6.584346 -0.32 -0.08 0.08
H -7.503710 -0.293634 -8.617132 0.05 0.07 -0.04
H -5.673697 0.644425 -10.031165 -0.04 0.02 0.07
H -3.348935 0.624621 -9.129033 -0.03 -0.01 0.02
H -2.952299 -0.335366 -6.858758 -0.03 -0.02 0.01
H -4.905887 -1.238862 -5.596382 0.02 0.04 -0.02
N 4.557178 -4.696653 2.043444 0.27 -0.32 -0.17
C 5.701507 -4.483419 1.383633 -0.31 0.10 0.18
C 6.514804 -5.496776 0.902059 -0.03 -0.05 0.02
C 6.124473 -6.808758 1.118347 0.06 -0.10 -0.04
C 4.944059 -7.056037 1.800826 0.07 0.04 -0.04
C 4.200729 -5.971274 2.238239 -0.10 0.37 0.05
H 5.966302 -3.440675 1.241746 0.05 -0.03 -0.04
H 7.429551 -5.264891 0.372200 -0.03 0.02 0.02
H 6.733630 -7.629879 0.758605 -0.02 0.03 0.01
H 4.607444 -8.067216 1.988897 -0.02 0.05 0.01
H 3.267671 -6.113918 2.773990 0.03 -0.06 0.00
N 1.069451 -5.933795 6.558442 -0.13 0.04 0.38
C 0.618525 -7.029787 7.179549 0.10 0.17 -0.29
C 0.351215 -7.091192 8.537778 0.04 0.07 0.02
C 0.565903 -5.953700 9.300435 -0.02 0.00 0.11
C 1.034292 -4.806157 8.680772 -0.03 -0.09 0.04
C 1.267269 -4.848304 7.315461 0.02 -0.13 -0.32
H 0.469072 -7.894634 6.541886 -0.03 -0.02 0.07
H -0.015008 -8.005222 8.986751 0.02 0.02 -0.04
H 0.369855 -5.961587 10.366315 0.01 0.00 -0.04
H 1.214032 -3.899425 9.243404 0.00 -0.01 -0.05
H 1.631306 -3.974649 6.784065 0.04 0.03 0.11
N -4.761703 0.878803 1.413858 0.21 0.71 0.01
C -5.454215 1.918346 1.893198 0.09 -0.36 -0.06
C -5.139598 3.242722 1.631138 0.05 -0.02 -0.04
C -4.041843 3.509030 0.828765 0.03 0.14 -0.02
C -3.307243 2.449518 0.320879 -0.02 0.01 0.01
C -3.708352 1.162411 0.640513 -0.32 -0.12 0.15
H -6.302676 1.659951 2.518514 -0.01 0.07 0.00
H -5.738116 4.043920 2.044753 0.01 -0.04 0.00
H -3.761972 4.531061 0.601147 -0.01 -0.04 0.01
H -2.443165 2.618198 -0.309583 -0.02 -0.03 0.01
H -3.167938 0.301019 0.263467 -0.03 0.06 -0.08
N -7.766365 2.481028 -9.428136 -0.28 0.37 -0.36
C -7.507942 3.791593 -9.356158 0.04 -0.36 0.13
C -8.059362 4.735454 -10.208321 -0.03 -0.04 -0.04
C -8.926782 4.298761 -11.196536 -0.05 0.09 -0.08
C -9.209526 2.945832 -11.293657 0.01 0.04 0.00
C -8.608104 2.084718 -10.389583 0.24 -0.02 0.31
H -6.821069 4.084578 -8.568968 -0.02 0.05 -0.02
H -7.815554 5.784414 -10.101034 0.01 -0.04 0.02
H -9.377891 5.005219 -11.883623 0.02 -0.03 0.03
H -9.881649 2.567426 -12.052864 0.02 -0.01 0.04
H -8.801476 1.016938 -10.423772 -0.05 0.02 -0.06
N 5.459749 5.096912 7.564066 0.28 0.22 -0.18
C 5.308069 5.590988 6.330247 -0.02 -0.19 0.32
C 6.240621 6.402368 5.702827 0.01 -0.04 0.02
C 7.397492 6.725395 6.393948 0.10 0.05 -0.02
C 7.577557 6.227565 7.674773 -0.03 0.02 -0.08
C 6.584890 5.421252 8.209948 -0.33 -0.16 -0.04
H 4.384727 5.312942 5.831131 0.01 0.05 -0.04
H 6.065053 6.771879 4.699092 0.02 -0.01 0.20
H 8.150850 7.358269 5.938995 -0.04 -0.02 0.01
H 8.467787 6.458787 8.245290 -0.04 -0.03 0.01
H 6.681946 5.004976 9.207276 0.06 0.04 -0.01
```
Positions in Å, forces in eV/Å.

---

Record 3
The following is a quantum chemistry calculation of C3H10N2O in the gas phase in a non-equilibrium geometry, from the OMol25 dataset.

- gap between HOMO and LUMO (eV) = 8.87
- highest occupied orbital energy (eV) = -7.92
- E (a.u.) = -305.00929
- charge = 0
- 2S+1 = 1

XYZ file:
```
16
Properties=species:S:1:pos:R:3:forces:R:3
N -1.274529 -1.239853 -0.423653 0.38 -0.28 0.16
C -0.767860 -0.430300 -1.504966 -0.67 0.26 -0.53
N 0.051328 0.653785 -1.042155 0.82 0.53 -0.15
C 0.265891 1.140647 0.305617 -1.12 -0.48 -0.05
C 0.748678 0.071605 1.295776 0.91 0.27 -1.03
O 1.644561 0.693886 2.210491 -0.36 0.32 0.32
H -2.272884 -1.229995 -0.322296 -0.10 -0.05 -0.14
H -0.916704 -2.185420 -0.407743 -0.12 0.17 -0.01
H -0.206912 -1.001152 -2.253395 0.16 -0.28 0.27
H -1.620869 -0.057511 -2.100448 -0.09 0.10 0.30
H 0.629049 1.094643 -1.734429 -0.03 -0.18 -0.03
H 0.977410 1.950812 0.216196 0.34 0.00 0.19
H -0.652037 1.585588 0.707271 -0.04 0.09 0.07
H -0.108519 -0.442364 1.709949 -0.03 0.02 0.65
H 1.302620 -0.651603 0.697865 0.05 -0.26 -0.04
H 2.200780 0.047238 2.645919 -0.10 -0.22 0.01
```
Positions in Å, forces in eV/Å.

---

Record 4
The following is a quantum chemistry calculation of 2 unconnected molecules or ions with the total composition C7H17NO in a non-equilibrium geometry, from the OMol25 dataset.

- gap between HOMO and LUMO (eV) = 9.91
- highest occupied orbital energy (eV) = -9.08
- E (a.u.) = -406.88765
- charge = 0
- 2S+1 = 1

XYZ file:
```
26
Properties=species:S:1:pos:R:3:forces:R:3
C 0.988762 0.434078 -1.909489 -1.44 -0.06 0.14
C 0.050040 1.073229 -0.812865 1.52 -0.17 -2.09
N -1.273630 0.518023 -0.889049 -0.54 0.21 1.00
C -2.137538 0.898474 -1.980741 -1.53 -0.89 -0.26
C -1.769733 -0.082665 0.241419 0.28 -0.29 -0.21
C -3.198433 -0.539547 0.239870 -0.73 0.52 1.07
O -1.057275 -0.287731 1.205417 0.04 -0.02 0.38
H 1.670484 -0.280647 -1.458355 0.26 0.13 -0.17
H 1.451204 1.164029 -2.551888 0.70 0.37 0.20
H 0.347380 -0.100407 -2.606972 -0.03 -0.38 -0.01
H 0.555031 0.841717 0.109146 -0.63 0.39 0.55
H 0.000952 2.140264 -1.040469 0.00 0.11 0.50
H -2.525874 -0.012132 -2.467184 0.33 0.26 -0.19
H -3.068854 1.414866 -1.689927 0.51 0.13 0.34
H -1.682687 1.509761 -2.740850 0.63 0.12 -0.02
H -3.846292 0.186201 0.754524 0.29 0.44 -0.50
H -3.621186 -0.750219 -0.716167 -0.24 -0.20 -0.61
H -3.348716 -1.358705 0.928079 0.53 -0.64 -0.16
C 2.106580 -1.003561 1.959881 -0.26 0.83 -1.21
C 3.508788 -0.698196 2.444551 0.03 -0.53 0.51
H 1.419693 -1.446639 2.672378 0.15 -0.26 0.05
H 1.602532 -0.106345 1.585149 0.07 0.21 0.55
H 2.146859 -1.551822 1.013331 -0.01 -0.69 0.41
H 3.540291 0.048052 3.240793 -0.01 0.13 -0.23
H 4.149028 -0.427291 1.618786 0.13 0.54 -0.23
H 3.992593 -1.582787 2.850633 -0.07 -0.27 0.19
```
Positions in Å, forces in eV/Å.